1.
Computed, not measured: a molecular structure, C7H12, with ωB97M-V/def2-TZVPD.

The geometry in XYZ format:
```
19
Properties=species:S:1:pos:R:3:forces:R:3
C -0.56668 -0.33300 -0.24250 -3.93 -0.88 -5.59
C 0.69090 0.10695 -0.51068 2.92 1.53 4.82
C 0.51807 -1.38667 -0.36862 -0.08 -0.63 1.29
C 0.93424 0.69079 1.35685 1.85 -0.06 -2.57
C 0.50955 -0.10208 2.57129 -0.31 -0.52 -0.40
C -1.14779 -0.19298 -2.09091 -1.07 -0.46 2.80
C -1.34535 1.01299 -2.61288 0.36 -0.20 0.34
H -1.43768 -0.10117 0.34842 0.37 0.24 0.53
H 1.22570 0.83016 -1.10395 -0.37 -0.07 -0.46
H 1.19670 -1.77035 0.39388 -0.77 0.29 0.78
H 0.10645 -2.28646 -0.82574 0.75 0.69 -1.75
H 2.02137 0.77235 1.29504 0.00 0.25 0.47
H 0.49800 1.68996 1.33341 -0.04 -0.10 -0.17
H -1.55977 -1.07851 -2.57765 0.21 0.01 0.12
H 0.89949 0.34272 3.49617 -0.03 0.09 -0.29
H -0.57853 -0.14905 2.66918 0.04 -0.03 0.01
H 0.88311 -1.12986 2.53971 -0.04 0.08 0.00
H -1.88654 1.17519 -3.54511 0.34 -0.17 0.01
H -0.96124 1.90902 -2.12591 -0.19 -0.07 0.07
```
Positions in Å, forces in eV/Å.

The value obtained for the gap between HOMO and LUMO is 9.314 eV. The largest force on an atom is 6.894 eV/A. Its total energy is -273.66560 a.u. Its charge is 0. Its energy above the lowest of the compared OMol25 structures with the same formula, charge and spin is 637.87 kJ/mol.

=====

2.
Computed, not measured: 2 unconnected molecules or ions with the total composition C3H12NO2, with ωB97M-V/def2-TZVPD.

The geometry in XYZ format:
```
18
Properties=species:S:1:pos:R:3:forces:R:3
C -0.81998 0.82215 0.39435 -1.56 5.39 1.42
O -1.48463 1.60468 -0.62347 -1.59 -0.58 0.41
C 0.57869 0.91658 -0.05023 3.87 -1.39 1.41
C 1.45268 0.06179 0.93373 -1.58 -0.43 2.45
N 0.60091 0.17104 -1.40660 -3.92 2.13 0.03
H -1.01090 1.44926 1.35552 0.99 -0.88 -1.00
H -1.36583 -0.05018 0.62676 0.46 -1.76 -0.44
H -2.42436 1.57357 -0.35851 0.43 0.32 -0.64
H 1.19084 1.95288 -0.02352 -2.41 -2.09 -0.84
H 1.58209 0.57979 2.00753 -0.28 -0.79 -2.45
H 2.42556 -0.20881 0.55817 0.27 0.07 -0.15
H 0.86470 -0.89828 1.17015 1.07 1.23 -0.39
H 1.52171 0.00887 -1.74943 1.51 -0.78 -0.71
H -0.08573 -0.67426 -1.34756 1.56 0.51 -0.06
H 0.04824 0.79240 -2.17442 1.20 -0.86 1.03
H -1.68753 -2.98388 -0.11074 0.56 0.22 0.21
H -0.35752 -2.77310 0.58695 4.16 -3.03 2.27
O -1.02894 -2.34449 0.21131 -4.73 2.71 -2.54
```
Positions in Å, forces in eV/Å.

As for the expectation value of S²: 0.7506. The value obtained for the gap between HOMO and LUMO (alpha / beta) is 3.758 / 11.006 eV. The largest force on an atom is 6.013 eV/A. Its total energy is -326.54456 a.u. As for the spin multiplicity: 2. Its charge is 0. Its energy above the lowest of the compared OMol25 structures with the same formula, charge and spin is 315.67 kJ/mol.

=====

3.
Computed, not measured: a molecular structure, C16H29N9SV, with ωB97M-V/def2-TZVPD.

The geometry in XYZ format:
```
56
Properties=species:S:1:pos:R:3:forces:R:3
V -0.39852 -0.26857 -0.35396 1.11 1.28 0.36
N -1.68113 1.32694 -1.18645 0.10 0.02 0.06
C -1.06841 2.67279 -1.35255 -0.01 -0.12 0.04
C -0.47681 3.04396 -0.01961 0.00 -0.06 0.03
N 0.47290 1.98721 0.41141 -0.02 -0.27 -0.04
C 0.57228 1.97494 1.89049 0.08 0.00 -0.04
C -0.50575 1.08334 2.44230 0.04 -0.10 -0.09
N -0.32040 -0.24394 1.78209 -0.09 -0.01 0.08
C 1.80769 2.21509 -0.19945 -0.08 0.07 -0.02
C 2.44584 0.88959 -0.50568 -0.13 -0.09 -0.02
N 1.47555 0.13102 -1.35955 0.06 0.00 -0.19
H -2.07502 1.01580 -2.07071 0.01 -0.01 -0.04
H -2.48739 1.42597 -0.57033 -0.04 -0.01 0.00
H -1.80135 3.41040 -1.67348 -0.06 0.02 -0.02
H -0.30582 2.61288 -2.12855 0.00 -0.02 -0.04
H -1.27599 3.12170 0.72037 0.00 0.00 0.01
H 0.01488 4.01742 -0.06033 0.04 0.03 0.03
H 0.50335 2.98418 2.30051 0.02 0.04 0.00
H 1.54963 1.57977 2.17909 0.00 0.00 -0.02
H -1.50339 1.45081 2.20575 -0.05 -0.01 -0.02
H -0.42968 0.99306 3.52404 0.00 -0.02 0.06
H -0.99571 -0.90076 2.16472 -0.07 0.03 0.02
H 0.59131 -0.60233 2.06663 0.02 0.01 0.06
H 2.44070 2.82218 0.44929 0.00 0.03 0.03
H 1.68436 2.77470 -1.12822 -0.01 0.02 0.00
H 2.62881 0.30923 0.39939 -0.01 -0.06 0.02
H 3.39923 1.01579 -1.01504 0.04 0.00 -0.05
H 1.93452 -0.72215 -1.66744 0.02 0.02 0.03
H 1.33662 0.66960 -2.21520 0.04 0.02 -0.02
N 0.50609 -5.59862 3.32490 0.06 0.14 -0.14
C 0.71822 -5.06828 2.32772 -0.05 -0.11 0.00
C 0.89740 -4.38166 1.07570 0.00 -0.04 0.15
C 1.47087 -4.97841 -0.03890 0.05 -0.09 -0.04
C 1.54116 -4.23630 -1.20928 0.02 -0.08 -0.03
C 1.04970 -2.94852 -1.22146 -0.06 0.04 0.11
N 0.52213 -2.34111 -0.13814 0.12 0.00 0.14
C 0.45231 -3.07044 0.98211 0.00 0.08 -0.12
H 1.84069 -5.99529 0.00799 -0.01 0.02 0.00
H 1.96705 -4.65815 -2.11000 -0.01 0.01 0.02
H 1.05972 -2.38504 -2.14623 -0.03 -0.02 0.00
H 0.01711 -2.62300 1.86201 -0.02 -0.03 0.02
C -3.72302 -3.58969 1.90162 -0.01 0.06 -0.09
C -3.79169 -2.17646 1.29682 0.05 -0.14 0.07
C -3.09973 -2.08059 -0.02053 0.03 -0.12 -0.11
N -2.11475 -1.29675 -0.31255 -0.78 -0.35 -0.20
N -1.63274 -1.40216 -1.60464 -0.17 -0.17 -0.03
C -2.27302 -2.31510 -2.30278 -0.06 -0.01 0.10
N -2.02042 -2.63691 -3.56533 -0.02 -0.07 -0.03
S -3.53317 -3.07430 -1.37210 -0.11 -0.07 -0.04
H -4.20380 -3.59038 2.87727 0.00 0.01 0.00
H -2.69242 -3.92748 2.02832 -0.02 0.02 0.00
H -4.24973 -4.31502 1.27906 0.03 0.02 0.02
H -3.35160 -1.43824 1.96927 0.02 0.04 -0.01
H -4.83424 -1.88436 1.15593 -0.04 0.01 0.00
H -1.34730 -2.12786 -4.11578 0.01 0.04 0.03
H -2.59651 -3.30306 -4.05807 0.01 0.00 -0.01
```
Positions in Å, forces in eV/Å.

As for the expectation value of S²: 2.0162. The value obtained for the gap between HOMO and LUMO (alpha / beta) is 8.634 / 9.085 eV. The largest force on an atom is 1.732 eV/A. Its total energy is -2461.22193 a.u. As for the spin multiplicity: 3. Its charge is +3. Its energy above the lowest of the compared OMol25 structures with the same formula, charge and spin is 12.08 kJ/mol.